Entry 1:
{"formula": "C2H7FNPS", "method": "the ωB97M-V functional and the def2-TZVPD basis", "e_homo_ha": -0.343, "e_above_lowest_kcal_mol": 24.2, "multiplicity": 1, "smiles": "CP(F)S.C=N", "energy_ev": -26518.789, "charge": 0, "symbols": ["H", "C", "H", "S", "H", "H", "P", "N", "H", "F", "H", "H", "C"], "coordinates": [[-3.68741, 0.47956, -0.30065], [3.05008, -0.06704, 0.14616], [-1.34712, 1.25323, 1.40867], [0.87096, 1.55852, -1.17678], [3.20712, -0.26116, -0.91558], [3.50546, -0.86919, 0.75522], [1.18050, 0.00975, 0.26240], [-2.74951, 0.80626, -0.00411], [-3.18242, 0.54877, 1.89675], [1.27340, 0.84123, 1.79431], [-0.40126, 1.57371, -1.12013], [3.28818, 0.93709, 0.42877], [-2.40049, 0.84881, 1.15904]]}

***

Entry 2:
{"formula": "C2H7FP2", "method": "the ωB97M-V functional and the def2-TZVPD basis", "e_homo_ha": -0.356, "e_above_lowest_kcal_mol": 0.0, "multiplicity": 1, "smiles": "C[C@H](P)PF", "energy_ev": -23481.513, "charge": 0, "symbols": ["H", "C", "F", "P", "H", "H", "H", "H", "C", "H", "P", "H"], "coordinates": [[1.34291, 0.10047, 1.23565], [-0.41693, -0.99198, 0.54132], [0.17985, 0.56899, -2.19255], [-0.19831, 1.89703, 0.56674], [1.31132, -1.24072, -1.60233], [-0.88259, 1.72796, -0.56815], [-1.33278, -0.58381, 1.09385], [0.04168, -1.95563, 1.00205], [0.56574, 0.12738, 0.36974], [-1.21751, 1.38037, 1.27078], [1.51346, 0.24230, -1.27329], [-0.90686, -1.27236, -0.44382]]}

***

Entry 3:
{"formula": "C2H7FSi", "method": "the ωB97M-V functional and the def2-TZVPD basis", "e_homo_ha": -0.410, "e_above_lowest_kcal_mol": 104.7, "multiplicity": 1, "energy_ev": -12779.918, "charge": 0, "symbols": ["H", "C", "F", "H", "Si", "H", "H", "H", "H", "H", "C"], "coordinates": [[0.88120, 1.70376, 0.72849], [1.51710, -0.82287, -0.13897], [3.27804, 0.20369, 0.24755], [1.89202, -1.28566, -1.03704], [0.38778, 0.69171, -0.19337], [0.33129, 1.14921, -1.58338], [-2.10493, 0.71500, 0.04254], [1.61672, -1.43068, 0.74628], [-1.53810, -0.93951, -0.01767], [-1.36863, -0.00929, 1.45866], [-1.31522, 0.04820, 0.37504]]}

***

Entry 4:
{"formula": "C2H7HgO3", "method": "the ωB97M-V functional and the def2-TZVPD basis", "e_homo_ha": [-0.294, -0.366], "multiplicity": 2, "energy_ev": -12501.423, "charge": 0, "symbols": ["H", "O", "O", "H", "C", "C", "H", "O", "H", "Hg", "H", "H", "H"], "coordinates": [[-0.07346, -0.09473, -1.91440], [-2.27228, -0.87805, 0.50017], [-0.13935, -0.86474, -1.34315], [1.87165, -0.57634, -0.98141], [0.64265, 1.20899, 0.56366], [0.97901, -0.91553, -0.42415], [0.65511, 1.67746, 1.55427], [0.87975, -0.16886, 0.74519], [-1.67174, -0.76577, -0.27317], [-3.05947, 0.28775, 1.64200], [1.41114, 1.65562, -0.09005], [-0.35649, 1.39064, 0.13562], [1.13346, -1.95645, -0.11457]]}

***

Entry 5:
{"formula": "C2H7I2N2O", "method": "the ωB97M-V functional and the def2-TZVPD basis", "e_homo_ha": -0.495, "e_above_lowest_kcal_mol": 26.6, "multiplicity": 1, "energy_ev": -23408.131, "charge": 1, "symbols": ["N", "H", "H", "N", "H", "C", "I", "I", "H", "C", "O", "H", "H", "H"], "coordinates": [[1.27815, 0.08710, -0.38430], [-1.97458, 0.47434, -0.38847], [0.33651, 0.90071, 2.70880], [-0.25307, -1.48014, -0.84107], [-0.43534, -0.37347, 1.95431], [0.02461, -0.22123, -0.62791], [2.56016, -1.31114, 0.29413], [1.71620, 2.09630, 0.09234], [-0.72630, 1.58510, 0.01308], [-0.99278, 0.74917, -0.79380], [0.24157, 0.28220, 2.01949], [0.46952, -2.17808, -1.05238], [-1.07564, 1.05802, -1.88448], [-1.16901, -1.66888, -1.10976]]}

***

Entry 6:
{"formula": "C2H7I4NSi2", "method": "the ωB97M-V functional and the def2-TZVPD basis", "e_homo_ha": -0.334, "multiplicity": 1, "smiles": "CC/N=[SiH]/I.I[SiH](I)I", "energy_ev": -51838.094, "charge": 0, "symbols": ["Si", "I", "H", "I", "H", "I", "N", "I", "H", "C", "Si", "H", "H", "H", "C", "H"], "coordinates": [[-4.25736, -0.17170, -0.09782], [-3.40423, -1.14237, -2.18397], [1.29407, 0.12227, -1.46646], [-0.78538, -4.45916, 0.09515], [1.57861, -2.78202, 1.42948], [-3.03511, -1.02770, 1.85239], [0.06023, -1.26699, -0.53369], [-3.99930, 2.27784, -0.12920], [-0.02046, 0.88781, 1.19104], [0.44748, 0.09373, -0.76854], [0.59019, -2.44503, 0.42041], [-0.39997, 0.57629, -1.27198], [1.68450, 0.46974, 0.96396], [-5.65344, -0.50202, 0.07262], [0.80572, 0.89358, 0.48116], [1.02451, 1.92525, 0.20862]]}

***

Entry 7:
{"formula": "C2H7MgO3", "method": "the ωB97M-V functional and the def2-TZVPD basis", "e_homo_ha": [-0.276, -0.349], "e_above_lowest_kcal_mol": 0.0, "multiplicity": 2, "energy_ev": -13772.284, "charge": 0, "symbols": ["H", "H", "H", "H", "C", "H", "O", "O", "C", "H", "Mg", "O", "H"], "coordinates": [[-0.19196, 1.58539, 0.24968], [1.27619, 2.01838, 1.13698], [-1.34842, -0.59329, -1.06467], [1.39905, 1.25020, -0.49730], [0.84482, 1.27391, 0.45790], [0.60638, -1.94042, 0.93995], [-0.75016, -0.45047, -1.98097], [-1.16745, -0.96564, 0.35575], [0.38898, -1.04210, 0.33567], [1.08375, -1.19388, -0.51560], [-2.52887, -0.44472, 1.55268], [0.92051, 0.02145, 1.09332], [-0.53282, 0.48119, -2.06339]]}

***

Entry 8:
{"formula": "C2H7N", "method": "the ωB97M-V functional and the def2-TZVPD basis", "e_homo_ha": -0.397, "e_above_lowest_kcal_mol": 41.9, "multiplicity": 1, "smiles": "C=N.C", "energy_ev": -3675.664, "charge": 0, "symbols": ["C", "C", "H", "H", "H", "H", "H", "H", "N", "H"], "coordinates": [[-5.68319, 0.31668, -1.25286], [3.95747, 0.23062, 0.60508], [4.23378, 1.25349, 0.91042], [-5.47294, -0.57899, -0.68680], [2.59729, -0.25663, 1.70999], [4.44581, -0.30966, -0.20335], [-6.59667, 0.95905, -0.97249], [-5.91906, -0.15344, -2.25971], [3.13258, -0.74443, 0.96180], [-4.86198, 1.01336, -1.34396]]}